A molecular structure, C3H4MgO3 at a distorted geometry, computed with ωB97M-V/def2-TZVPD.

Values from the calculation:
Kohn-Sham gap (alpha / beta): 5.4357 / 5.3848 eV
F_max: 7.5 eV/A
HOMO (alpha / beta): -17.2 / -16.9 eV
total charge: +2
energy above the lowest of the compared OMol25 structures with the same formula, charge and spin: 5.105 eV

XYZ file:
```
11
Properties=species:S:1:pos:R:3:nbo_charge:R:1
C -0.59 -1.19 0.53 0.04
C -1.79 -0.97 -0.15 -0.41
O 0.61 -1.46 -0.15 -0.88
H -0.58 -1.54 1.56 0.26
H -2.43 -0.37 -0.79 0.31
H -2.17 -1.91 -0.58 0.30
H 1.04 -2.25 0.20 0.56
O -1.68 1.39 0.65 -0.34
C -0.48 1.30 0.65 1.03
O 0.54 1.49 0.06 -0.75
Mg 1.67 0.09 -0.89 1.88
```

A molecular structure, C22H72N29O19PS at a distorted geometry, computed with ωB97M-V/def2-TZVPD.

Values from the calculation:
Kohn-Sham gap: 7.4271 eV
F_max: 2.8 eV/A
HOMO: -6.9 eV

XYZ file:
```
144
Properties=species:S:1:pos:R:3:lowdin_charge:R:1
C 0.24 -3.69 0.66 -0.14
C 1.14 -3.38 1.90 -0.38
P 1.58 -1.60 2.09 0.96
C 2.35 -1.29 3.74 -0.38
C 3.16 0.03 3.61 -0.16
O 0.24 -0.53 1.81 -0.60
S 0.65 0.45 0.48 0.96
O -0.59 0.91 -0.13 -0.39
O 1.28 -0.73 -0.54 -0.42
N 1.99 -0.10 -1.58 0.00
C 2.79 -1.17 -2.18 -0.44
C 3.81 -0.81 -3.24 0.03
O 2.62 -2.31 -1.85 0.12
C 0.99 0.26 -2.63 -0.43
C -0.11 -0.72 -2.99 0.03
O 1.09 1.30 -3.20 0.13
H 0.87 -4.14 -0.11 0.06
H -0.29 -2.82 0.29 0.03
H -0.47 -4.47 0.96 0.07
H 2.10 -3.90 1.76 0.05
H 0.72 -3.76 2.85 0.08
H 3.03 -2.13 3.90 0.05
H 1.59 -1.20 4.52 0.08
H 3.98 -0.02 4.33 0.07
H 3.59 0.14 2.60 0.05
H 2.48 0.88 3.78 0.04
H 4.01 -1.71 -3.82 0.09
H 4.78 -0.52 -2.79 0.07
H 3.41 -0.02 -3.89 0.08
H -1.00 -0.16 -3.25 0.08
H 0.27 -1.33 -3.82 0.11
H -0.37 -1.42 -2.19 0.08
C 4.74 -3.98 5.62 -0.67
O 3.71 -3.34 5.62 0.02
N 5.75 -3.75 6.51 0.15
N 4.98 -4.99 4.72 0.16
H 6.60 -4.27 6.54 0.09
H 5.60 -3.02 7.19 0.10
H 4.25 -5.18 4.04 0.06
H 5.82 -5.53 4.70 0.09
C -2.25 -0.50 -6.26 -0.66
O -2.54 -0.62 -5.07 -0.02
N -2.63 -1.43 -7.17 0.16
N -1.53 0.56 -6.72 0.17
H -2.41 -1.37 -8.15 0.09
H -3.16 -2.21 -6.84 0.06
H -1.24 1.26 -6.06 0.07
H -1.28 0.67 -7.68 0.10
C 0.79 3.41 4.56 -0.68
O 1.64 2.71 5.09 0.00
N -0.53 3.11 4.60 0.17
N 1.11 4.56 3.89 0.15
H -1.25 3.67 4.17 0.09
H -0.80 2.27 5.08 0.10
H 2.08 4.81 3.85 0.10
H 0.43 5.15 3.45 0.10
C -5.30 -2.67 -3.00 -0.70
O -4.40 -3.45 -2.68 0.00
N -6.60 -2.89 -2.65 0.14
N -5.07 -1.54 -3.71 0.17
H -7.35 -2.27 -2.90 0.09
H -6.81 -3.72 -2.13 0.10
H -4.11 -1.34 -3.98 0.06
H -5.79 -0.89 -3.98 0.10
C -0.43 4.27 -4.85 -0.66
O -0.58 3.27 -5.54 0.02
N 0.46 4.31 -3.81 0.15
N -1.13 5.42 -5.06 0.16
H 0.60 5.12 -3.23 0.09
H 0.99 3.47 -3.63 0.07
H -1.80 5.43 -5.82 0.07
H -1.01 6.24 -4.50 0.09
C -4.08 2.88 5.02 -0.70
O -4.22 4.09 4.86 0.00
N -3.95 2.32 6.26 0.14
N -4.03 2.01 3.98 0.17
H -3.83 1.34 6.42 0.10
H -3.98 2.94 7.05 0.09
H -4.12 2.38 3.06 0.11
H -3.90 1.01 4.09 0.06
C -4.01 6.37 -8.00 -0.68
O -3.14 5.59 -7.66 0.02
N -5.33 6.17 -7.70 0.15
N -3.74 7.51 -8.70 0.15
H -6.06 6.80 -7.97 0.09
H -5.56 5.34 -7.18 0.11
H -2.78 7.69 -8.94 0.10
H -4.44 8.17 -8.99 0.09
C 8.08 -0.23 -3.09 -0.68
O 7.01 0.31 -2.86 0.02
N 9.22 0.08 -2.40 0.15
N 8.23 -1.19 -4.05 0.15
H 10.11 -0.34 -2.57 0.09
H 9.14 0.78 -1.68 0.10
H 7.42 -1.44 -4.58 0.10
H 9.10 -1.64 -4.26 0.09
C 2.83 -6.89 1.81 -0.65
O 3.01 -5.89 2.49 0.02
N 1.82 -6.97 0.89 0.17
N 3.62 -8.00 1.91 0.15
H 1.65 -7.77 0.32 0.10
H 1.23 -6.17 0.80 0.08
H 4.37 -7.97 2.57 0.10
H 3.49 -8.82 1.36 0.09
C 3.56 6.03 -2.31 -0.68
O 2.57 6.72 -2.11 0.01
N 4.73 6.22 -1.63 0.15
N 3.57 5.02 -3.23 0.16
H 5.55 5.66 -1.78 0.09
H 4.76 6.95 -0.95 0.10
H 2.72 4.87 -3.74 0.07
H 4.36 4.44 -3.42 0.10
C 3.01 0.46 8.64 -0.69
O 3.86 -0.25 9.16 0.00
N 1.68 0.14 8.67 0.15
N 3.31 1.61 7.98 0.16
H 0.96 0.70 8.24 0.09
H 1.42 -0.71 9.14 0.10
H 4.28 1.87 7.94 0.10
H 2.63 2.20 7.54 0.08
C -3.56 -0.89 1.61 -0.65
O -3.68 -0.55 2.78 -0.01
N -2.36 -0.92 0.99 0.16
N -4.63 -1.28 0.86 0.16
H -2.25 -1.19 0.03 0.10
H -1.54 -0.62 1.52 0.05
H -5.53 -1.27 1.30 0.10
H -4.56 -1.56 -0.10 0.08
C -3.39 -5.15 -7.46 -0.66
O -3.53 -3.95 -7.61 0.01
N -3.15 -5.70 -6.24 0.17
N -3.48 -6.03 -8.50 0.15
H -3.04 -6.69 -6.08 0.09
H -3.08 -5.08 -5.45 0.11
H -3.66 -5.66 -9.41 0.10
H -3.37 -7.03 -8.39 0.09
C -6.37 2.08 9.30 -0.69
O -5.85 0.97 9.29 0.02
N -6.38 2.89 8.21 0.15
N -6.99 2.58 10.41 0.14
H -6.80 3.80 8.19 0.10
H -5.93 2.54 7.38 0.07
H -7.01 2.00 11.23 0.10
H -7.43 3.48 10.44 0.09
```

A molecular structure, F10K2N5Na5O20S10 at a distorted geometry, computed with ωB97M-V/def2-TZVPD.

Values from the calculation:
Kohn-Sham gap: 4.6428 eV
F_max: 14.4 eV/A
HOMO: -13.3 eV
total charge: +2

XYZ file:
```
52
Properties=species:S:1:pos:R:3:nbo_charge:R:1
Na -21.45 -29.02 -5.32 0.95
Na -19.14 -32.20 -9.10 0.99
Na -18.49 -27.32 -11.08 0.98
Na -18.87 -30.89 -6.20 0.97
Na -24.09 -28.05 -7.79 0.97
K -14.51 -28.18 -4.99 1.00
K -18.82 -23.34 -6.81 0.99
N -25.44 -30.39 -11.11 -1.01
S -25.46 -31.46 -10.14 2.37
O -25.30 -31.15 -8.70 -0.95
O -25.01 -32.81 -10.65 -0.89
F -27.04 -31.72 -10.24 -0.50
S -23.78 -30.17 -10.97 2.35
O -22.95 -31.28 -11.29 -0.86
O -23.36 -29.18 -9.94 -1.00
F -23.70 -29.28 -12.37 -0.49
N -17.08 -31.45 -7.91 -1.28
S -16.13 -30.37 -8.25 2.43
O -15.47 -30.40 -9.53 -0.82
O -15.53 -29.56 -7.20 -0.94
F -17.33 -29.40 -8.69 -0.56
S -15.75 -32.60 -7.78 2.33
O -14.68 -32.52 -6.84 -0.81
O -15.37 -33.13 -9.03 -0.83
F -16.46 -33.87 -7.13 -0.48
N -19.41 -28.62 -6.41 -1.27
S -18.62 -27.42 -6.12 2.50
O -19.08 -26.09 -6.38 -0.89
O -17.17 -27.53 -6.16 -0.94
F -18.91 -27.57 -4.57 -0.50
S -20.07 -28.13 -7.89 2.37
O -19.32 -27.24 -8.85 -0.82
O -21.53 -28.12 -7.90 -0.84
F -19.80 -29.61 -8.54 -0.55
N -18.77 -25.05 -11.42 -1.14
S -20.10 -24.50 -10.77 2.34
O -21.10 -23.78 -11.60 -0.80
O -20.06 -24.32 -9.31 -0.96
F -20.81 -25.90 -10.72 -0.54
S -18.09 -23.48 -11.20 2.29
O -17.90 -22.94 -9.78 -0.90
O -18.55 -22.55 -12.19 -0.80
F -16.56 -23.78 -11.70 -0.48
N -23.24 -27.45 -5.67 -1.28
S -22.64 -26.12 -5.20 2.42
O -21.49 -26.40 -4.38 -0.97
O -23.51 -24.97 -4.94 -0.79
F -21.79 -25.67 -6.49 -0.52
S -24.39 -27.49 -4.43 2.28
O -25.68 -26.76 -4.60 -0.77
O -23.87 -27.80 -3.06 -0.81
F -24.99 -28.97 -4.84 -0.51
```

A molecular structure, C49H47BF4N6S3SiTi at a distorted geometry, computed with ωB97M-V/def2-TZVPD.

Values from the calculation:
Kohn-Sham gap (alpha / beta): 7.0987 / 7.0996 eV
F_max: 2.2 eV/A
HOMO (alpha / beta): -12.1 / -12.1 eV
total charge: +2
energy above the lowest of the compared OMol25 structures with the same formula, charge and spin: 0.000 eV

XYZ file:
```
112
Properties=species:S:1:pos:R:3:lowdin_charge:R:1
Ti -0.94 1.00 -1.64 0.92
N -1.55 -0.09 -0.19 -0.35
S -1.34 -1.10 0.87 0.82
N 0.12 -1.72 1.00 -0.35
S 1.40 -1.21 1.68 0.91
N 2.07 0.11 1.23 -0.35
S 2.09 0.72 -0.26 0.82
N 0.84 1.07 -0.92 -0.34
C 3.07 -0.46 -1.21 -0.29
C 2.64 -0.80 -2.47 -0.06
C 3.42 -1.63 -3.25 -0.05
C 4.60 -2.14 -2.76 -0.03
C 5.04 -1.79 -1.45 -0.05
C 4.30 -0.92 -0.69 -0.07
C 3.21 2.07 0.08 -0.29
C 3.54 2.80 -1.07 -0.05
C 4.39 3.89 -0.92 -0.04
C 4.86 4.27 0.35 -0.03
C 4.53 3.51 1.49 -0.05
C 3.77 2.37 1.33 -0.06
C 1.34 -1.10 3.39 -0.37
C 0.88 -2.26 4.04 -0.05
C 0.84 -2.27 5.41 -0.02
C 1.35 -1.16 6.14 -0.01
C 1.80 -0.04 5.46 -0.03
C 1.83 0.01 4.04 -0.04
C 2.42 -2.66 1.50 -0.32
C 3.63 -2.61 2.19 -0.05
C 4.49 -3.71 2.00 -0.04
C 4.14 -4.71 1.12 -0.05
C 2.91 -4.74 0.48 -0.04
C 2.02 -3.70 0.66 -0.05
C -1.86 -0.54 2.44 -0.32
C -2.82 -1.25 3.17 -0.03
C -3.19 -0.75 4.40 -0.03
C -2.64 0.45 4.87 -0.03
C -1.80 1.21 4.06 -0.03
C -1.38 0.68 2.83 -0.09
C -2.27 -2.59 0.67 -0.34
C -3.52 -2.37 0.09 -0.07
C -4.44 -3.41 0.07 -0.03
C -4.07 -4.66 0.61 -0.04
C -2.82 -4.87 1.17 -0.05
C -1.89 -3.84 1.16 -0.07
H 1.77 -0.31 -2.79 0.08
H 3.13 -1.88 -4.27 0.12
H 5.19 -2.87 -3.35 0.13
H 5.95 -2.22 -1.04 0.12
H 4.59 -0.71 0.34 0.11
H 3.04 2.59 -2.03 0.13
H 4.60 4.53 -1.76 0.12
H 5.48 5.18 0.44 0.13
H 4.94 3.81 2.45 0.12
H 3.59 1.79 2.21 0.08
H 0.60 -3.17 3.51 0.12
H 0.56 -3.14 5.91 0.10
H 1.37 -1.15 7.22 0.12
H 2.27 0.82 5.95 0.12
H 2.13 0.90 3.49 0.10
H 3.85 -1.83 2.92 0.13
H 5.44 -3.75 2.54 0.13
H 4.81 -5.57 0.98 0.13
H 2.69 -5.54 -0.24 0.13
H 1.06 -3.66 0.17 0.10
H -3.27 -2.18 2.84 0.12
H -3.87 -1.28 5.02 0.11
H -2.88 0.82 5.86 0.12
H -1.47 2.19 4.34 0.12
H -0.72 1.21 2.17 0.09
H -3.78 -1.39 -0.30 0.12
H -5.41 -3.25 -0.41 0.12
H -4.87 -5.36 0.61 0.11
H -2.55 -5.86 1.61 0.13
H -0.88 -3.99 1.63 0.11
N -2.26 -3.40 -6.03 0.14
C -2.16 -2.47 -5.04 -0.29
C -1.33 -2.68 -3.91 0.01
C -1.25 -1.72 -2.94 -0.14
N -1.82 -0.51 -3.07 -0.04
C -2.65 -0.32 -4.12 -0.09
C -2.82 -1.24 -5.10 0.01
H -1.69 -4.22 -6.00 0.11
H -2.62 -3.13 -6.96 0.13
H -0.81 -3.61 -3.84 0.11
H -0.63 -1.83 -2.04 0.10
H -3.10 0.66 -4.28 0.13
H -3.55 -1.05 -5.90 0.13
F -1.82 2.25 -3.11 -0.05
B -0.69 2.41 -4.07 -1.24
F 0.22 1.44 -3.45 0.02
F -0.14 3.63 -3.97 0.23
F -1.02 1.96 -5.27 0.25
C -3.40 2.47 0.56 -0.19
Si -1.95 3.03 -0.39 0.64
C -0.54 3.51 0.71 -0.20
C -2.55 4.50 -1.41 -0.27
C -1.77 5.62 -1.75 -0.09
C -2.30 6.66 -2.51 -0.07
C -3.60 6.63 -3.00 -0.06
C -4.36 5.52 -2.70 -0.08
C -3.85 4.47 -1.96 -0.11
H -3.71 3.23 1.26 0.05
H -3.23 1.54 1.05 -0.01
H -4.24 2.33 -0.11 0.03
H -0.86 3.74 1.75 0.05
H -0.13 4.42 0.32 0.01
H 0.32 2.81 0.79 0.00
H -0.73 5.75 -1.45 0.10
H -1.62 7.46 -2.74 0.10
H -3.94 7.39 -3.65 0.10
H -5.36 5.41 -3.11 0.11
H -4.44 3.58 -1.79 0.09
```

A gas-phase ion, C4H8NO2 (charge -1) at a distorted geometry, computed with ωB97M-V/def2-TZVPD.

Values from the calculation:
Kohn-Sham gap: 7.0131 eV
F_max: 4.1 eV/A
HOMO: -2.8 eV
total charge: -1
structure (SMILES): N[C@H](C[O-])CC=O
energy above the lowest of the compared OMol25 structures with the same formula, charge and spin: 4.045 eV

XYZ file:
```
15
Properties=species:S:1:pos:R:3:nbo_charge:R:1
C 0.22 -1.47 -0.66 0.03
O -0.98 -1.69 -0.99 -0.90
C 0.46 0.17 -0.14 -0.07
C -0.96 0.76 0.38 -0.59
C -0.81 0.44 1.80 0.45
O -0.56 1.12 2.78 -0.60
N 1.18 0.94 -1.15 -0.90
H 0.62 -2.02 0.29 0.03
H 0.76 -1.78 -1.55 0.10
H 1.26 0.05 0.70 0.14
H -1.08 1.78 -0.06 0.19
H -1.64 0.08 -0.14 0.29
H -0.68 -0.66 1.96 0.11
H 1.34 0.37 -2.07 0.37
H 0.86 1.92 -1.17 0.35
```